ORCA calculation (the ωB97M-V functional and the def2-TZVPD basis) on 8 unconnected molecules or ions with the total composition C29H54ClF2NO15S3 in a non-equilibrium geometry.

Output
E_LUMO ... -1.2 eV
Energy ... -4174.6918 hartree
Highest occupied orbital energy ... -7.89 eV
Maximum force ... 5.5 eV/A

Atoms and positions in Å:
C 14.073 -15.210 -34.419
C 12.615 -15.658 -34.324
C 11.858 -15.323 -33.060
O 10.520 -15.815 -33.038
C 9.712 -15.228 -32.007
N 11.780 -15.200 -35.517
H 10.834 -15.461 -35.277
H 11.849 -14.205 -35.677
H 11.925 -15.620 -36.424
H 14.199 -14.205 -34.019
H 14.392 -15.375 -35.449
H 14.680 -15.917 -33.853
H 12.504 -16.740 -34.391
H 11.807 -14.245 -32.908
H 12.337 -15.861 -32.241
H 10.034 -15.441 -30.987
H 8.651 -15.394 -32.193
H 9.772 -14.140 -32.007
Cl 9.619 -9.807 -35.903
O 8.856 -10.678 -35.156
O 11.050 -10.013 -35.594
O 9.473 -10.243 -37.276
O 9.183 -8.465 -35.802
C 6.533 -16.539 -42.231
C 5.650 -16.299 -40.990
C 6.596 -15.673 -39.944
O 7.829 -15.539 -40.646
C 7.919 -16.514 -41.656
H 6.471 -15.590 -42.764
H 6.201 -17.358 -42.868
H 5.258 -17.225 -40.569
H 4.829 -15.612 -41.194
H 6.642 -16.219 -39.002
H 6.344 -14.673 -39.593
H 8.253 -17.447 -41.202
H 8.774 -16.212 -42.262
O 16.898 -5.466 -39.442
S 15.806 -6.457 -39.406
O 14.997 -6.778 -40.570
O 16.310 -7.868 -38.648
C 17.256 -7.790 -37.598
C 17.262 -8.931 -36.589
C 14.609 -6.003 -38.045
H 17.126 -6.859 -37.046
H 18.249 -7.769 -38.048
H 18.050 -8.968 -35.836
H 17.259 -9.859 -37.160
H 16.322 -8.870 -36.041
H 14.058 -6.913 -37.806
H 13.983 -5.154 -38.322
H 15.253 -5.666 -37.233
O 9.492 -8.941 -29.487
S 8.970 -7.612 -29.095
O 8.436 -7.398 -27.769
O 10.073 -6.401 -29.371
C 11.445 -6.712 -29.519
C 11.853 -6.326 -30.881
C 7.693 -7.142 -30.455
H 11.623 -7.767 -29.312
H 11.969 -6.218 -28.701
H 12.877 -6.630 -31.099
H 11.923 -5.248 -31.022
H 11.047 -6.771 -31.465
H 6.757 -7.694 -30.369
H 8.174 -7.428 -31.391
H 7.369 -6.107 -30.354
O 13.740 -13.279 -44.148
S 14.300 -12.736 -42.894
O 14.285 -13.366 -41.577
O 15.899 -12.342 -43.275
C 16.733 -11.826 -42.240
C 17.597 -10.625 -42.813
C 13.615 -11.055 -42.611
H 17.378 -12.637 -41.901
H 16.245 -11.535 -41.310
H 17.003 -9.725 -42.971
H 18.054 -11.005 -43.727
H 18.370 -10.349 -42.095
H 12.562 -11.248 -42.405
H 13.834 -10.569 -43.562
H 14.176 -10.618 -41.785
F 1.642 -9.892 -44.758
C 2.651 -9.559 -43.908
C 2.809 -8.237 -43.469
C 3.686 -7.998 -42.400
C 4.527 -9.019 -42.032
C 4.562 -10.255 -42.648
C 3.593 -10.538 -43.583
H 2.122 -7.480 -43.817
H 3.636 -7.079 -41.835
H 5.088 -8.790 -41.139
H 5.361 -10.951 -42.439
H 3.543 -11.458 -44.145
F -0.350 -8.152 -33.213
C 0.665 -8.884 -33.765
C 1.437 -9.764 -32.994
C 2.373 -10.481 -33.592
C 2.716 -10.291 -34.933
C 2.069 -9.316 -35.684
C 1.011 -8.547 -35.120
H 1.365 -9.975 -31.937
H 2.889 -11.258 -33.048
H 3.545 -10.838 -35.355
H 2.422 -9.113 -36.684
H 0.538 -7.699 -35.592